The following is a DFT calculation (the ωB97M-V functional and the def2-TZVPD basis) of a cluster of 2 separate species, C2Cl2FNS in total in a non-equilibrium geometry.

```
7
Properties=species:S:1:pos:R:3
Cl 0.2433 1.2199 -0.7699
Cl 2.0971 0.1618 1.2371
S -2.6044 0.1192 -0.6537
F 2.4308 0.2159 -1.3719
N -1.8300 -1.6044 1.3992
C 1.8131 0.7543 -0.3969
C -2.1499 -0.8667 0.5562
```

Results
Gap between HOMO and LUMO (spin up / spin down), eV: 9.71 / 5.37
Max |F|, hartree/bohr: 0.052
E_LUMO (spin up / spin down), Eh: -0.0241 / -0.1271
Energy relative to the best compared isomer or geometry (same formula, charge and spin), kcal per mole: 53.4